Record 1
Below is a 2-piece molecular cluster, CH4NO3 overall at a distorted geometry, with properties calculated with ωB97M-V/def2-TZVPD.

Last column: Löwdin charge in e.
Cartesian coordinates (Å):
C  -1.35435  0.30208  -0.15545  0.03
N  -0.42252  -0.58519  0.23717  0.02
O  -0.32884  -1.72502  0.12866  0.34
O  2.36932  0.17635  -0.31326  0.03
O  1.53983  0.63794  0.59767  -0.03
H  -1.09895  0.94090  -0.94905  0.13
H  -1.32325  1.00928  0.71901  0.17
H  -2.34708  -0.24730  -0.24326  0.17
H  2.96585  -0.50904  -0.02150  0.13

Forces on atoms 1 to 6 (eV/Å):
-4.154 1.109 2.251
3.179 -3.388 -0.191
-0.230 1.317 0.303
-1.400 1.616 -1.301
0.746 -1.066 -0.229
0.821 0.505 -1.513

Its charge is +1. The value obtained for the gap between HOMO and LUMO (alpha / beta) is 7.887 / 7.964 eV. The calculation puts the HOMO energy (alpha / beta) at -15.70 / -16.01 eV. The calculation puts the LUMO energy (alpha / beta) at -0.2871 / -0.2956 Ha.


Record 2
Below is CH4NO3P as an isolated structure at a distorted geometry, with properties calculated with ωB97M-V/def2-TZVPD.

Last column: Löwdin charge in e.
Cartesian coordinates (Å):
C  0.53473  0.48310  -2.41572  0.02
N  -0.07520  0.30412  -1.32673  -0.03
O  -0.29314  1.14953  1.82205  -0.25
O  -0.99176  -1.20405  1.27536  -0.10
O  1.52162  -0.76327  1.56016  -0.23
P  0.20521  -0.16378  1.41422  0.36
H  1.62367  0.43104  -2.37501  0.03
H  0.29433  0.10460  -0.26108  0.03
H  -1.73109  -0.69671  1.60598  0.07
H  -1.08837  0.35543  -1.29923  0.10

Forces on atoms 1 to 6 (eV/Å):
0.370 -0.003 -0.096
-0.596 -0.106 0.869
-0.080 0.101 -0.285
0.699 -0.077 -0.202
0.100 -0.181 -0.477
0.191 -0.113 2.141

The value obtained for the gap between HOMO and LUMO (alpha / beta) is 7.956 / 7.955 eV. The calculation puts the HOMO energy (alpha / beta) at -9.34 / -9.34 eV. The calculation puts the LUMO energy (alpha / beta) at -0.0509 / -0.0509 Ha.